C19H17FN4O4S | ωB97M-V/def2-TZVPD

Results
ΔE to the lowest compared entry with this formula, charge and spin in kJ/mol: 4.2
Multiplicity: 1
Gap between HOMO and LUMO in eV: 9.044
Total charge: 0
HOMO energy in hartree: -0.3142

Cartesian coordinates (Å):
C: 0.58441 0.75867 -6.54164
H: 1.40910 1.47087 -6.64210
H: -0.24376 1.23232 -6.00545
H: 0.24648 0.45728 -7.53167
O: 1.00129 -0.42697 -5.90505
C: 1.48733 -0.35357 -4.64228
C: 1.59900 0.81546 -3.89379
C: 2.11433 0.76192 -2.61381
C: 2.51411 -0.44233 -2.04278
C: 2.40868 -1.60978 -2.79969
C: 1.90595 -1.56406 -4.07997
H: 1.82723 -2.45690 -4.67990
H: 2.74925 -2.55528 -2.40481
C: 3.05377 -0.39896 -0.66326
O: 3.51991 0.60753 -0.16719
N: 3.02736 -1.58811 0.02056
H: 2.39744 -2.30907 -0.29370
C: 3.34731 -1.59499 1.42530
C: 2.12105 -1.41654 2.25049
N: 0.92194 -1.76764 1.93166
N: 0.10914 -1.39122 2.94201
C: 0.86564 -0.81965 3.83564
O: 2.15988 -0.80657 3.46216
S: 0.39666 -0.12765 5.33828
C: -1.37854 -0.56958 5.36022
H: -1.66356 -0.49567 6.40918
H: -1.46725 -1.59508 5.00651
C: -2.25029 0.39641 4.54981
O: -2.88909 1.26765 5.09087
N: -2.21740 0.12806 3.22368
C: -2.86211 0.79982 2.18432
C: -3.78783 1.81540 2.39856
C: -4.37819 2.40683 1.29784
C: -4.08615 2.03158 -0.00056
C: -3.16005 1.02024 -0.19635
C: -2.55247 0.40679 0.88140
H: -1.83024 -0.38073 0.72356
H: -2.91146 0.70833 -1.19918
H: -4.57418 2.52228 -0.82691
F: -5.27902 3.38918 1.50198
H: -4.04066 2.13983 3.39370
H: -1.57336 -0.60606 2.91990
H: 4.02562 -0.75741 1.61735
H: 3.84454 -2.53403 1.69267
H: 2.21447 1.66406 -2.02945
H: 1.29372 1.76731 -4.29813

---

C2H3O3S | ωB97M-V/def2-TZVPD

Results
ΔE to the lowest compared entry with this formula, charge and spin in kJ/mol: 532.6
Multiplicity: 1
Gap between HOMO and LUMO in eV: 7.444
Total charge: -1
HOMO energy in hartree: -0.1502

Cartesian coordinates (Å):
C: 0.04406 -1.06237 1.22234
C: 0.40402 -0.31593 0.14697
O: -1.16735 1.71197 -0.33778
O: 0.69013 -1.65454 2.04201
O: -1.01785 -0.03421 -2.03142
S: -0.34086 0.69627 -0.97319
H: -1.05198 -1.29005 1.15614
H: 1.99141 0.41106 0.52145
H: 0.44843 1.53779 -1.74651

---

C14H11F3N5O7RhS | ωB97M-V/def2-TZVPD

Results
Expectation value of S²: 6.02
ΔE to the lowest compared entry with this formula, charge and spin in kJ/mol: 0.0
Multiplicity: 5
Gap between HOMO and LUMO (spin up / spin down) in eV: 6.676 / 6.974
Total charge: 0
HOMO energy (spin up / spin down) in hartree: -0.2687 / -0.3376

Cartesian coordinates (Å):
Rh: -0.53616 -0.68414 -0.50878
O: 4.47183 -3.99343 -0.41161
C: 3.51851 -3.02357 -0.34309
C: 2.88578 -2.72472 0.84430
C: 1.76193 -1.91299 0.78522
N: 1.33396 -1.36217 -0.35165
C: 1.99909 -1.65575 -1.52770
C: 3.12306 -2.45702 -1.57234
C: 1.34210 -1.03935 -2.73773
O: 1.93783 -0.79775 -3.80362
O: 0.07687 -0.66069 -2.54060
C: 0.89479 -1.64781 1.98041
O: 1.13501 -1.87181 3.15624
O: -0.21347 -1.16306 1.52778
H: 4.57798 -4.42689 0.43358
H: 3.21681 -3.17727 1.77217
H: 3.74510 -2.61107 -2.47481
F: 0.28868 6.07405 1.21692
C: -0.28379 5.49873 0.10028
F: -1.56380 5.96814 0.04595
F: 0.40904 6.02303 -0.98021
C: -0.17889 4.01651 0.01871
C: 0.17522 3.14652 1.06443
C: 0.15016 1.77534 0.81305
N: -0.09361 1.31716 -0.39907
C: -0.47925 2.07119 -1.41875
C: -0.54042 3.45429 -1.21099
H: 0.53928 3.49823 2.05801
H: 0.40217 1.04348 1.52184
H: -0.66103 1.47560 -2.31524
H: -0.86070 4.12594 -2.01992
O: -0.92522 -4.19515 1.35748
S: -0.89901 -3.96748 -0.09661
N: -1.07027 -2.57915 -0.61080
N: -4.73350 -0.14149 0.35375
C: -3.41414 -0.40424 0.42264
N: -2.89428 -0.77222 1.62207
O: -2.70380 -0.27183 -0.60352
H: -5.32178 -0.30765 1.17986
H: -5.24395 0.05849 -0.47682
H: -3.41995 -0.61514 2.47349
H: -1.94818 -1.08288 1.65567

---

C24H26O21 | ωB97M-V/def2-TZVPD

Results
Multiplicity: 1
Gap between HOMO and LUMO in eV: 7.893
Total charge: 0
HOMO energy in hartree: -0.3531

Cartesian coordinates (Å):
C: 0.43277 5.78968 -0.54037
C: 0.60383 4.54664 -0.07395
C: 1.92025 3.85312 0.08447
O: 2.09282 2.76955 0.59319
C: 3.05910 4.69186 -0.33915
C: 2.90553 5.91406 -0.85690
C: 1.56061 6.57005 -1.08124
O: 1.44046 7.63053 -1.63331
O: 3.96535 6.65572 -1.20914
O: -0.44495 3.75015 0.20485
H: -0.57680 6.17303 -0.59696
H: 4.05831 4.35596 -0.09214
H: 3.63194 7.46963 -1.62924
H: -0.11553 2.83726 0.34946
C: 3.35873 -3.21152 4.85549
C: 3.48601 -4.47505 4.44853
C: 2.72426 -5.05895 3.25947
O: 2.92279 -6.20603 2.94649
C: 1.77725 -4.12351 2.66281
C: 1.65937 -2.83889 3.05044
C: 2.46340 -2.28202 4.20031
O: 2.41487 -1.12122 4.56529
O: 0.84701 -2.01064 2.36902
O: 4.34178 -5.34714 4.99715
H: 3.92249 -2.92249 5.73285
H: 1.12626 -4.38577 1.83657
H: 0.83413 -1.08959 2.75538
H: 4.37278 -6.10821 4.38635
C: -5.16593 -4.23365 -1.59957
C: -4.29145 -5.19509 -1.29495
C: -2.89609 -4.84451 -0.80444
O: -2.12720 -5.73152 -0.51891
C: -2.60434 -3.41639 -0.65067
C: -3.44947 -2.44210 -1.02641
C: -4.81616 -2.81857 -1.52406
O: -5.63172 -1.97097 -1.82178
O: -3.14256 -1.14511 -1.06915
O: -4.55155 -6.50552 -1.28635
H: -6.20322 -4.44388 -1.81972
H: -1.60484 -3.22265 -0.27542
H: -2.16690 -1.05659 -1.11678
H: -3.78574 -6.92829 -0.84579
C: 2.06002 1.85389 -2.70993
C: 0.87842 1.35439 -2.30708
C: 0.51137 -0.11655 -2.25628
O: -0.47408 -0.56106 -1.71991
C: 1.57259 -0.94221 -2.81015
C: 2.70923 -0.44582 -3.33800
C: 3.12355 1.00131 -3.19901
O: 4.24445 1.31371 -3.55042
O: 3.55770 -1.23237 -3.99109
O: -0.03539 2.19523 -1.81798
H: 2.23651 2.91533 -2.59549
H: 1.48653 -1.99062 -3.08737
H: 4.32225 -0.66881 -4.22070
H: -0.84724 1.76833 -1.47466
O: -4.73305 1.14736 -1.55146
H: -4.14678 0.44874 -1.21552
H: -5.41790 1.24620 -0.88246
O: -3.63087 2.37215 1.58531
H: -3.23242 3.03977 2.15702
H: -4.30266 2.84870 1.08185
O: 0.93924 0.67814 2.78466
H: 1.71276 1.16611 2.46785
H: 0.79099 1.01044 3.67858
O: -1.17606 1.24895 0.57019
H: -2.07601 1.21021 0.93549
H: -0.61003 0.79285 1.21312
O: -2.57911 3.05861 -1.41967
H: -3.02892 2.19187 -1.37937
H: -2.20271 3.22382 -0.53923

---

C7H20CeN5 | ωB97M-V/def2-TZVPD

Results
Multiplicity: 1
Gap between HOMO and LUMO in eV: 8.268
Total charge: +1
HOMO energy in hartree: -0.4466

Cartesian coordinates (Å):
C: -2.64332 0.37827 -2.10095
Ce: -0.48536 1.10211 -2.41296
N: 1.64488 2.30963 -2.29727
H: -1.03709 2.17143 -1.01421
H: 1.62583 2.98596 -1.50965
H: -0.29634 1.99968 -3.85814
H: -2.98465 1.18677 -2.88439
H: -3.12624 0.50426 -1.16227
H: -3.01983 -0.56549 -2.56627
H: 2.25535 1.51225 -2.10637
H: 1.88764 2.66187 -3.21228
C: -1.22424 -0.67776 0.34160
N: -0.00778 0.15632 -0.09685
C: 1.13157 -0.81969 -0.35117
N: 1.40662 -1.68067 0.79922
C: 0.17524 -2.45410 1.15242
N: -0.94949 -1.53622 1.49412
C: -0.56179 -0.67636 2.65582
N: 0.66058 0.12784 2.31084
C: 0.38631 0.96234 1.14111
C: 1.77025 -0.81208 1.96669
H: -1.50994 -1.30531 -0.51579
H: -2.03190 0.01625 0.59776
H: 2.04278 -0.24360 -0.56759
H: 0.84770 -1.41762 -1.22999
H: 0.38949 -3.08314 2.03229
H: -0.12190 -3.05318 0.28108
H: -1.38125 0.01604 2.85599
H: -0.31851 -1.31383 3.49244
H: 1.29860 1.53101 0.87178
H: -0.44339 1.66676 1.35731
H: 1.96716 -1.44482 2.84686
H: 2.65302 -0.20494 1.68880